1.
{"formula": "C3H5N", "method": "ωB97M-V with the def2-TZVPD basis set", "species": ["C", "C", "C", "N", "H", "H", "H", "H", "H"], "xyz": [[-1.608, -0.755, 0.179], [-0.061, -0.212, 0.371], [-0.907, 0.421, -0.447], [1.418, -0.387, -0.028], [-0.091, -0.025, 1.440], [1.125, -0.968, -0.550], [-0.762, 0.382, -1.486], [-1.095, 1.483, -0.024], [1.980, 0.059, 0.544]], "atomic_forces_ev_per_a": [[2.42, -0.10, -0.44], [3.68, -2.34, 3.66], [-3.97, 5.66, 0.62], [-4.01, 7.01, 5.91], [-0.33, 0.51, 0.18], [-0.88, -10.70, -9.53], [0.11, -0.17, -1.45], [-0.82, -1.21, -1.59], [3.80, 1.35, 2.64]], "nbo_charge": [0.24, -0.21, -0.64, -0.87, 0.21, 0.38, 0.26, 0.22, 0.41], "orbital_gap_ev": 7.659, "charge": 0, "lumo_ev": -0.8, "total_energy_ha": -171.72984}

2.
{"formula": "C3H5N", "method": "ωB97M-V with the def2-TZVPD basis set", "species": ["C", "C", "C", "N", "H", "H", "H", "H", "H"], "xyz": [[1.333, 0.656, 0.174], [-0.005, 0.549, -0.366], [-0.775, -0.711, -0.008], [0.460, 1.312, 0.815], [2.328, 0.109, 0.173], [-0.365, 1.401, -1.270], [-1.792, -0.593, -0.043], [-0.545, -1.034, 1.014], [-0.640, -1.689, -0.489]], "atomic_forces_ev_per_a": [[7.28, -2.62, -2.12], [-2.82, 1.98, -1.97], [2.17, -1.70, 0.21], [-3.16, 2.74, 1.78], [-2.04, 0.31, 0.43], [0.50, -2.94, 2.74], [-2.66, 0.91, -0.17], [0.16, 0.74, 0.08], [0.57, 0.59, -0.97]], "nbo_charge": [-0.19, -0.03, -0.66, -0.27, 0.24, 0.22, 0.23, 0.23, 0.23], "multiplicity": 3, "orbital_gap_ev": [7.116, 7.666], "charge": 0, "lumo_ev": [1.2, -2.5], "total_energy_ha": -171.79836, "s_squared": 2.006}

3.
{"formula": "C3H5N10", "method": "ωB97M-V with the def2-TZVPD basis set", "species": ["C", "C", "C", "N", "N", "N", "N", "N", "N", "N", "N", "N", "N", "H", "H", "H", "H", "H"], "xyz": [[2.631, -0.532, -0.043], [-1.311, -0.109, -0.286], [-3.722, -0.172, 0.138], [4.283, 0.789, -0.067], [3.947, -0.465, 0.057], [2.153, 0.757, -0.204], [-0.572, 0.966, -0.293], [3.200, 1.519, -0.279], [-1.191, 2.130, -0.009], [-2.404, 1.848, 0.138], [-2.548, 0.460, 0.001], [2.274, -2.758, 0.351], [1.831, -1.621, 0.043], [-3.674, -1.263, -0.201], [-4.182, -0.049, 1.160], [-4.490, 0.221, -0.484], [3.377, -2.774, 0.549], [0.397, 1.053, -0.572]], "atomic_forces_ev_per_a": [[0.93, 3.30, 0.13], [-2.19, -0.84, 0.00], [-4.25, -3.00, 1.12], [0.50, 0.40, -0.50], [0.62, -1.21, 0.30], [-0.53, -1.76, -0.82], [0.76, 0.97, -0.32], [0.15, 0.18, 0.71], [-0.94, -0.34, -0.42], [-1.33, -0.46, 0.66], [5.93, 2.45, -0.79], [1.49, 0.84, 0.03], [-0.55, -2.37, 0.50], [0.37, 1.50, 0.94], [0.71, -0.57, -0.64], [-0.59, 0.71, -0.88], [-2.13, 0.64, -0.52], [1.04, -0.43, 0.51]], "nbo_charge": [0.25, 0.11, -0.40, -0.16, -0.34, -0.36, -0.43, -0.13, -0.04, -0.08, -0.31, -0.34, -0.13, 0.24, 0.19, 0.19, 0.27, 0.46], "orbital_gap_ev": 8.697, "charge": -1, "lumo_ev": 3.3, "total_energy_ha": -664.78055}

The lowest charge belongs to which entry? C3H5N10

Which of these has the lowest charge? C3H5N10

What did the second record say?
{"formula": "C3H5N", "method": "ωB97M-V with the def2-TZVPD basis set", "species": ["C", "C", "C", "N", "H", "H", "H", "H", "H"], "xyz": [[1.333, 0.656, 0.174], [-0.005, 0.549, -0.366], [-0.775, -0.711, -0.008], [0.460, 1.312, 0.815], [2.328, 0.109, 0.173], [-0.365, 1.401, -1.270], [-1.792, -0.593, -0.043], [-0.545, -1.034, 1.014], [-0.640, -1.689, -0.489]], "atomic_forces_ev_per_a": [[7.28, -2.62, -2.12], [-2.82, 1.98, -1.97], [2.17, -1.70, 0.21], [-3.16, 2.74, 1.78], [-2.04, 0.31, 0.43], [0.50, -2.94, 2.74], [-2.66, 0.91, -0.17], [0.16, 0.74, 0.08], [0.57, 0.59, -0.97]], "nbo_charge": [-0.19, -0.03, -0.66, -0.27, 0.24, 0.22, 0.23, 0.23, 0.23], "multiplicity": 3, "orbital_gap_ev": [7.116, 7.666], "charge": 0, "lumo_ev": [1.2, -2.5], "total_energy_ha": -171.79836, "s_squared": 2.006}